This record from the Open Molecules 2025 dataset describes a cluster of 11 separate species, C36H64O26S3 in total in a non-equilibrium geometry. The level of theory is ωB97M-V/def2-TZVPD.

* M: 1009.1 Da
* E_LUMO: 3.4175 eV
* frontier orbital gap: 6.1 eV
* ΔE to the lowest compared entry with this formula, charge and spin: 0.000 eV
* DFT total energy: -4560.8454 Eh

```
! RIJCOSX wB97M-V def2-TZVPD def2/J DEFGRID3
* xyz -2 1
O -1.1076 -1.1645 -0.8769
C -0.3106 -0.7722 0.2690
C 0.1758 0.7250 0.3756
O 1.2374 1.2165 1.1486
H 0.5499 -1.4405 0.3012
H -0.7096 -1.0643 1.2404
H -0.7237 1.3012 0.5925
H 0.4396 1.0522 -0.6301
C 3.0186 1.7420 -2.4068
C 3.5247 0.6455 -1.4411
C 3.0218 -0.7615 -1.8017
O 4.2514 -1.3984 -1.7732
C 5.3381 -0.6065 -1.6357
O 6.5308 -0.9708 -1.7008
O 4.8564 0.6140 -1.5543
H 2.0584 1.4634 -2.8409
H 3.7125 1.9380 -3.2242
H 2.9805 2.6669 -1.8311
H 3.2766 0.9469 -0.4234
H 2.5523 -0.7449 -2.7852
H 2.3316 -1.2022 -1.0824
C -0.8900 0.1614 -5.0509
C -2.3416 -0.2284 -4.7230
C -2.7458 -0.0912 -3.2921
O -4.0721 0.4336 -3.3985
C -4.3599 0.8556 -4.6851
O -5.3762 1.4732 -5.0920
O -3.3438 0.4597 -5.4711
H -0.1396 -0.2312 -4.3647
H -0.8154 1.2489 -5.0540
H -0.5570 -0.2034 -6.0225
H -2.4569 -1.2763 -5.0002
H -1.9636 0.5011 -2.8173
H -2.9366 -0.9747 -2.6829
C -4.3415 -2.5916 0.4374
C -3.3020 -3.6965 0.1876
C -3.0047 -4.4958 1.4407
O -3.0322 -5.8468 0.9495
C -3.7710 -5.9008 -0.1574
O -4.3218 -6.9272 -0.6395
O -4.0280 -4.6910 -0.6083
H -3.8395 -1.7948 0.9864
H -5.1919 -2.9357 1.0260
H -4.7366 -2.2005 -0.5002
H -2.3829 -3.2885 -0.2330
H -3.6619 -4.4766 2.3101
H -1.9766 -4.3627 1.7776
C 4.4062 3.6496 3.1627
C 4.0243 4.6424 1.9814
C 2.6857 4.3851 1.3371
O 2.2216 5.7475 1.2470
C 2.8862 6.5004 2.1760
O 2.4857 7.6303 2.5035
O 3.8683 5.8429 2.7309
H 3.5668 3.3883 3.8070
H 5.1749 4.1151 3.7797
H 4.8164 2.6883 2.8534
H 4.8216 4.7654 1.2484
H 2.0552 3.7378 1.9466
H 2.8292 3.9733 0.3382
C 3.9446 -1.4180 1.9991
C 3.5836 -0.4405 3.1253
C 2.3257 -0.8976 3.8774
O 2.8374 -0.9804 5.1875
C 4.1197 -0.7545 5.2131
O 4.7581 -0.5841 6.2674
O 4.6058 -0.4918 4.0589
H 3.9897 -2.4563 2.3276
H 4.8941 -1.1269 1.5499
H 3.2469 -1.3716 1.1629
H 3.6048 0.6243 2.8931
H 1.9328 -1.8296 3.4710
H 1.6138 -0.0952 3.6839
C 0.8359 -4.9349 1.8244
C 0.5492 -4.5951 0.3300
C 1.7633 -3.9071 -0.3591
O 2.1290 -4.8860 -1.3694
C 1.2038 -5.8941 -1.3828
O 1.1522 -6.7780 -2.2273
O 0.4115 -5.8445 -0.3348
H 1.7278 -5.5132 2.0655
H -0.0554 -5.4678 2.1555
H 0.9671 -4.0167 2.3969
H -0.3079 -3.9227 0.2959
H 2.4713 -3.6933 0.4416
H 1.4528 -3.0184 -0.9086
C -2.9688 2.5838 1.6223
C -3.4577 1.9747 0.2722
C -4.2182 0.6397 0.2629
O -5.4624 0.9428 -0.2575
C -5.4877 2.1813 -0.7266
O -6.3479 2.7600 -1.3829
O -4.3894 2.8284 -0.3393
H -2.3173 3.4568 1.5845
H -2.3708 1.8416 2.1511
H -3.8230 2.8399 2.2492
H -2.6492 1.9229 -0.4570
H -4.3657 0.2205 1.2581
H -3.6239 -0.0804 -0.2996
C 0.2065 2.5254 3.9283
S -0.1789 4.0801 4.8061
O -1.6902 4.3949 4.7471
C -0.0751 3.3422 6.5087
H 1.2903 2.4490 4.0155
H -0.1298 2.5438 2.8917
H -0.1449 1.6088 4.4020
H 0.8025 2.6958 6.4991
H -0.9081 2.6849 6.7582
H 0.0020 4.0042 7.3713
C -1.9219 -3.8836 -3.1240
S -0.6121 -4.0860 -4.3886
O -1.0853 -3.4051 -5.6667
C 0.5684 -2.8665 -3.6675
H -1.4446 -3.6279 -2.1780
H -2.5694 -4.7533 -3.0121
H -2.5742 -3.0495 -3.3829
H 1.4466 -3.3304 -3.2183
H 0.1060 -2.2529 -2.8943
H 0.9285 -2.2900 -4.5196
C -2.6451 3.8462 -3.2859
S -1.6597 4.4422 -1.8705
O -1.3018 5.9494 -1.9819
C 0.0087 3.5687 -2.0075
H -2.4253 2.8233 -3.5914
H -2.5139 4.4663 -4.1726
H -3.6853 3.9036 -2.9651
H 0.4860 3.9387 -2.9150
H -0.3658 2.5457 -2.0434
H 0.5523 3.7408 -1.0785
*
```

Löwdin population analysis, charges in e, atoms 1 to 8: atom 1 (O): -0.364, atom 2 (C): -0.391, atom 3 (C): -0.421, atom 4 (O): -0.359, atom 5 (H): 0.033, atom 6 (H): 0.064, atom 7 (H): 0.054, atom 8 (H): 0.050

=====

This record from the Open Molecules 2025 dataset describes a structure of composition C36H65Cl6N7O13 in a non-equilibrium geometry. The level of theory is ωB97M-V/def2-TZVPD.

* M: 1016.7 Da
* E_LUMO: 5.9515 eV
* frontier orbital gap: 2.3 eV
* DFT total energy: -5532.9610 Eh

```
! RIJCOSX wB97M-V def2-TZVPD def2/J DEFGRID3
* xyz -4 1
C 2.5671 -1.2236 -0.0966
C 1.2243 -1.9329 -0.0145
N 0.1835 -1.2523 -0.7653
C 0.0134 -1.1839 -2.1690
C -1.0446 -0.3588 -2.3593
N -1.5024 0.0896 -1.1283
C -0.7103 -0.4562 -0.2279
C -2.4660 1.1160 -0.7758
H 2.8961 -1.1311 -1.1311
H 3.2860 -1.8318 0.4534
H 2.6072 -0.2063 0.2917
H 0.9322 -2.0679 1.0254
H 1.3719 -2.9194 -0.4484
H 0.5358 -1.8268 -2.8523
H -1.6180 -0.1054 -3.2387
H -0.7804 -0.1920 0.8300
H -2.0323 1.9774 -0.2596
H -3.2018 0.7141 -0.0840
H -2.8709 1.5414 -1.6946
C 0.2485 -1.1332 -7.1709
C -0.9660 -0.6121 -6.4049
O -1.4369 -1.4058 -5.3849
H 0.6284 -0.4226 -7.9154
H 0.1422 -2.1131 -7.6548
H 1.0421 -1.3049 -6.4362
H -1.7492 -0.2263 -7.0892
H -0.5327 0.3138 -5.9703
C -0.2927 3.7239 1.3217
C -0.6843 5.0589 1.2213
C -1.8507 5.5461 2.0603
O -2.3688 6.7054 1.9208
C -2.4472 4.6845 2.9769
C -2.0484 3.3114 3.1460
C -0.9151 2.7765 2.1800
O -0.7855 1.5747 2.2219
O -2.5263 2.4869 3.9343
O -0.0380 5.8124 0.4299
H 0.5277 3.4401 0.6710
H -3.1802 5.0904 3.6656
C -0.0907 -2.3262 3.7222
O 0.5754 -1.3647 4.2240
O -1.3852 -2.1452 3.5499
O 0.3800 -3.4975 3.3784
Cl 8.8006 -3.3961 1.7857
C 7.0985 -2.8113 1.6459
C 6.1697 -3.9075 1.2203
Cl 5.8084 -5.0956 2.5027
H 6.9925 -1.8811 1.0947
H 6.8469 -2.5409 2.6719
H 6.5389 -4.5205 0.4014
H 5.2119 -3.4983 0.9092
Cl 2.9150 -7.7802 1.4116
C 1.5734 -6.6248 1.2604
C 2.0704 -5.1813 1.2612
Cl 3.1671 -4.7877 -0.1207
H 0.8092 -6.7535 2.0236
H 1.0616 -6.7768 0.3095
H 2.7085 -5.0307 2.1286
H 1.2260 -4.4984 1.1992
Cl -5.2152 2.5519 -7.0737
C -5.1730 1.3626 -5.7354
C -3.7145 1.0672 -5.3612
Cl -2.9237 2.5660 -4.7929
H -5.6605 0.4230 -5.9877
H -5.6760 1.8154 -4.8826
H -3.1238 0.7983 -6.2303
H -3.7544 0.3323 -4.5613
C 6.3136 -0.9310 -1.4594
O 5.4187 -1.7145 -1.2324
N 6.4354 0.2636 -0.8436
C 5.4207 0.7231 0.0809
C 7.4433 1.2182 -1.2181
H 7.0936 -1.0290 -2.2335
H 4.8210 1.5522 -0.2981
H 5.9731 1.1848 0.9124
H 4.8645 -0.0930 0.5277
H 8.3169 0.8080 -1.7299
H 7.0079 2.0425 -1.7848
H 7.9272 1.4914 -0.2717
C 3.1389 -2.0676 3.5026
O 4.1392 -1.5057 3.0833
N 3.2263 -3.0665 4.4449
C 2.0546 -3.7576 4.9486
C 4.5193 -3.5075 4.9558
H 2.0783 -1.8835 3.2457
H 2.0264 -3.6295 6.0329
H 2.2134 -4.8143 4.6816
H 1.1812 -3.4521 4.3618
H 5.3155 -3.0373 4.3881
H 4.6317 -3.2773 6.0184
H 4.5513 -4.5753 4.7415
C -4.5079 -0.2602 2.4269
O -3.4232 -0.0586 2.8974
N -5.6715 0.0576 3.0391
C -6.9228 -0.3437 2.4565
C -5.7648 0.5968 4.3769
H -4.5872 -0.7974 1.4661
H -6.8603 -1.0499 1.6275
H -7.5020 0.4886 2.0270
H -7.6424 -0.7622 3.1697
H -5.5435 -0.1996 5.0994
H -4.9441 1.2958 4.5584
H -6.7244 1.0287 4.6502
C 1.8198 2.0463 -1.9832
O 2.5111 1.0731 -2.2436
N 0.9396 2.6171 -2.8109
C 0.8406 2.2365 -4.2140
C 0.0003 3.6638 -2.4446
H 1.8214 2.6148 -1.0348
H 0.9632 3.0472 -4.9357
H -0.0762 1.6777 -4.3832
H 1.7062 1.6053 -4.4255
H 0.1586 3.9713 -1.4068
H 0.0557 4.5277 -3.1072
H -1.0426 3.3353 -2.4658
C -5.8583 3.4716 -1.2324
O -6.8630 3.0604 -1.8064
N -5.7770 3.5575 0.1095
C -4.5982 4.0158 0.8350
C -6.8683 3.0622 0.9334
H -4.9250 3.7646 -1.7353
H -4.3890 3.3454 1.6679
H -4.6891 5.0253 1.2393
H -3.7076 3.9949 0.2051
H -7.4594 2.2397 0.5350
H -6.4365 2.6607 1.8513
H -7.5387 3.8921 1.1703
*
```

Löwdin population analysis, charges in e, atoms 1 to 8: atom 1 (C): -0.089, atom 2 (C): -0.160, atom 3 (N): -0.007, atom 4 (C): 0.022, atom 5 (C): -0.028, atom 6 (N): -0.051, atom 7 (C): -0.018, atom 8 (C): 0.014

=====

This record from the Open Molecules 2025 dataset describes a structure of composition C36H67Al2BrCl3F5MgO5S2Si in a non-equilibrium geometry. The level of theory is ωB97M-V/def2-TZVPD.

* M: 1031.7 Da
* E_LUMO: -4.3413 eV
* frontier orbital gap: 1.5 eV
* DFT total energy: -8012.1579 Eh

```
! RIJCOSX wB97M-V def2-TZVPD def2/J DEFGRID3
* xyz 0 1
C -0.7878 -5.7007 3.1421
C -0.0958 -4.9782 1.8099
C 0.6353 -6.0065 0.8896
C 1.8955 -5.5523 0.0872
C 2.0109 -4.0723 -0.3781
C 1.1889 -3.8095 -1.6942
Al -0.3146 -2.4737 -1.5043
C -0.0039 -0.9989 -2.8929
C 1.3469 -0.3160 -2.7909
F 2.2601 -0.9094 -1.9223
C -0.5435 -1.6642 0.3454
C -0.5213 -0.1021 0.3319
C -0.0974 0.3636 1.7836
C 1.4187 0.2124 2.0714
C 2.2327 1.5309 1.8026
C 2.8519 1.4487 0.3860
C 3.3981 2.8648 -0.0190
O 2.6875 3.5360 -1.0296
C 1.2709 3.5735 -0.7855
C -2.0686 -3.4118 -1.9436
F -1.7901 -4.4592 -2.8651
F -2.5726 -4.0475 -0.7959
C -3.1434 -2.5472 -2.6063
C -3.2255 -1.1114 -1.9932
Si -4.8331 -0.7202 -1.0899
C -4.8911 1.1784 -0.8611
C -6.3840 -1.2881 -2.0304
C -4.7539 -1.6319 0.5758
C -3.6739 -1.3585 1.4595
C -3.5552 -2.0300 2.6563
C -4.5415 -3.0346 3.0538
C -5.6505 -3.2726 2.1639
C -5.7489 -2.5896 0.9679
H -0.2995 -5.3512 4.1966
H -0.7846 -6.7970 3.0499
H -1.8317 -5.3601 3.2133
H 0.5628 -4.1588 2.2002
H -0.9538 -4.5929 1.2344
H -0.1221 -6.4850 0.2436
H 0.9955 -6.8059 1.5722
H 2.8356 -5.8376 0.5897
H 1.8700 -6.1418 -0.8479
H 3.0771 -3.9324 -0.6452
H 1.8217 -3.3193 0.4092
H 0.8691 -4.7853 -2.1121
H 1.8802 -3.3954 -2.4586
H -0.7739 -0.2061 -2.8812
H -0.0294 -1.5236 -3.9030
H 1.8298 -0.3198 -3.8039
H 1.2621 0.7481 -2.5024
H 0.1678 -2.0096 1.1123
H -1.5468 -1.9659 0.7185
H 0.0988 0.3381 -0.4570
H -1.5423 0.3038 0.1956
H -0.6181 -0.3432 2.4624
H -0.5052 1.3578 2.0056
H 1.5754 -0.1924 3.0868
H 1.7774 -0.5786 1.3801
H 3.0398 1.5703 2.5533
H 1.5554 2.3978 1.9206
H 3.7294 0.7650 0.4168
H 2.1703 1.0352 -0.3650
H 4.4320 2.6951 -0.4351
H 3.5028 3.4706 0.9029
H 1.0413 3.7531 0.2798
H 0.7952 2.6425 -1.1378
H 0.8489 4.3852 -1.4011
H -4.1126 -3.0738 -2.4464
H -3.0060 -2.5191 -3.6955
H -3.1823 -0.3972 -2.8367
H -2.4371 -0.8742 -1.2625
H -3.9832 1.6093 -1.3136
H -4.9626 1.4022 0.2155
H -5.7919 1.5537 -1.3730
H -6.5235 -2.3779 -1.9477
H -7.2513 -0.8219 -1.5248
H -6.3937 -0.9595 -3.0791
H -2.9281 -0.6094 1.1777
H -2.6935 -1.8163 3.2984
H -4.4238 -3.5827 3.9894
H -6.4085 -4.0053 2.4429
H -6.6053 -2.7984 0.3253
Mg 6.1346 1.5356 -0.3246
F -0.6679 1.5249 -1.8589
C 8.4247 -0.8947 -4.6880
C 9.8176 -1.2330 -5.2342
C 10.8179 -1.0461 -4.0873
S 9.9033 -1.3461 -2.5712
O 9.8413 -0.1182 -1.8230
O 10.3519 -2.5799 -1.9800
C 8.3164 -1.6166 -3.3491
H 7.6354 -1.2037 -5.3732
H 8.3391 0.1844 -4.5383
H 9.8334 -2.2723 -5.5709
H 10.0790 -0.6089 -6.0885
H 11.6441 -1.7502 -4.1524
H 11.2005 -0.0274 -4.0519
H 7.5230 -1.2285 -2.7127
H 8.1945 -2.6908 -3.4896
F -1.0411 -2.4541 3.0693
Al 1.0991 -0.1909 -5.5364
C -1.1260 4.4660 3.0633
Cl 0.5437 3.9385 3.3692
Cl -1.8352 3.6151 1.6800
H -1.7254 4.2656 3.9449
H -1.1244 5.5265 2.8536
C -5.1137 8.2567 1.9461
C -4.5654 9.4083 2.7973
C -3.9142 8.7909 4.0404
S -3.3659 7.1522 3.5559
O -4.1223 6.1747 4.2945
O -1.9224 7.1276 3.5078
C -3.9988 7.2175 1.8858
H -5.4017 8.5911 0.9502
H -5.9967 7.8297 2.4277
H -3.8159 9.9587 2.2241
H -5.3479 10.1141 3.0740
H -3.0579 9.3702 4.3781
H -4.6294 8.6778 4.8535
H -4.3440 6.2307 1.5840
H -3.1880 7.5469 1.2357
Cl -5.8306 -0.9562 3.6536
Br 0.4066 -3.9979 3.9534
*
```

Löwdin population analysis, charges in e, atoms 1 to 8: atom 1 (C): -0.161, atom 2 (C): -0.325, atom 3 (C): -0.182, atom 4 (C): -0.202, atom 5 (C): -0.262, atom 6 (C): -0.202, atom 7 (Al): 0.412, atom 8 (C): -0.215

=====

This record from the Open Molecules 2025 dataset describes a cluster of 3 separate species, C36H67Br3I3N3O3PS in total in a non-equilibrium geometry. The level of theory is ωB97M-V/def2-TZVPD.

* M: 1273.4 Da
* E_LUMO: 1.8826 eV
* frontier orbital gap: 7.3 eV
* DFT total energy: -11156.3938 Eh

```
! RIJCOSX wB97M-V def2-TZVPD def2/J DEFGRID3
* xyz -1 1
C -3.0995 -3.0043 2.2228
C -2.9452 -2.3346 0.7839
C -1.3988 -1.9704 0.3943
I -1.3524 -2.2813 -1.7751
C -0.9009 -0.5955 0.9824
N 0.2051 -0.7396 2.0490
C -0.0907 -1.5652 2.9679
S -0.0360 -2.9054 3.9512
O -1.9610 -0.1136 1.8703
P -2.0277 1.6431 2.0126
I -3.8676 1.9494 0.3049
C -3.4247 1.2107 3.3185
C -4.7496 0.5797 2.7370
N -5.9013 1.1504 3.0925
C -0.9645 1.7764 3.6233
C 0.5489 2.2993 3.3457
C 1.0922 2.7648 4.8056
Br 3.0607 2.5920 4.9853
C -2.2375 3.5591 2.2008
C -2.0946 4.4387 0.8867
C -1.1528 5.7148 1.2683
C -1.8510 6.7212 2.2893
N -0.9890 7.8387 2.7706
C 0.2449 7.3719 3.4625
C -0.7218 8.8376 1.7425
C 0.6330 8.9734 0.9141
O -1.6104 9.7006 1.4989
O -0.6864 1.7838 0.9464
C -0.2773 0.6324 0.1416
C -0.8277 1.1014 -1.2785
C 0.0520 0.8378 -2.5764
C 1.0365 2.0720 -2.9804
I 0.8119 2.6459 -5.0964
C 1.2801 0.3500 -0.0640
Br 2.0303 -1.4618 -0.5036
C 2.3115 1.3293 -0.0140
C 3.8686 0.9633 -0.2278
Br 1.9533 3.2373 0.2650
H -2.2871 -3.8192 2.2861
H -2.8818 -2.2818 3.0877
H -4.0865 -3.5427 2.3891
H -3.2335 -3.1648 0.0385
H -3.6588 -1.4807 0.5687
H -0.8309 -2.9061 0.7530
H -3.6179 2.0713 4.0404
H -2.9514 0.3797 3.9639
H -4.8435 -0.3607 2.1134
H -6.6468 0.5744 2.6470
H -0.8095 0.7588 4.1437
H -1.4810 2.4037 4.4400
H 0.4555 3.2678 2.7516
H 1.2061 1.5185 2.8596
H 0.5948 2.0434 5.5508
H 0.7033 3.8012 5.0964
H -1.5779 4.0220 3.0001
H -3.3193 3.6925 2.5721
H -3.1022 4.9182 0.6059
H -1.6041 3.9769 -0.0160
H -0.1884 5.2864 1.7349
H -0.8285 6.2410 0.3060
H -2.2918 6.1964 3.2059
H -2.7216 7.2102 1.7181
H 0.7099 8.2832 3.9897
H 1.0212 7.0014 2.7153
H 0.0028 6.5669 4.2246
H 0.5307 9.7331 0.0614
H 1.4372 9.4015 1.6141
H 0.9830 7.9624 0.5281
H -1.8603 0.6359 -1.4784
H -1.0354 2.2319 -1.2557
H 0.5721 -0.1729 -2.6374
H -0.7006 0.8156 -3.4526
H 2.0936 1.7176 -2.7831
H 0.7132 2.9646 -2.3634
H 4.0622 0.5565 -1.2839
H 4.5463 1.8487 -0.0252
H 4.1085 0.1581 0.5367
C -0.2474 -2.5306 -8.6512
C -0.5930 -2.1633 -7.2145
C 0.2971 -1.0594 -6.6427
C 1.7856 -1.4077 -6.5463
C 2.1082 -2.6523 -5.7185
C 1.7033 -2.5190 -4.2575
H 0.7689 -2.9226 -8.7357
H -0.9295 -3.3018 -9.0195
H -0.3363 -1.6601 -9.3078
H -0.5470 -3.0580 -6.5856
H -1.6334 -1.8213 -7.1834
H -0.0776 -0.7831 -5.6516
H 0.1927 -0.1612 -7.2625
H 2.3150 -0.5484 -6.1197
H 2.1945 -1.5407 -7.5544
H 3.1887 -2.8296 -5.7664
H 1.6335 -3.5381 -6.1536
H 2.2064 -1.6668 -3.7907
H 1.9825 -3.4197 -3.7038
H 0.6252 -2.3845 -4.1476
C 1.7999 -8.7754 2.6041
C 2.8973 -7.8274 2.1403
C 2.5049 -6.3532 2.2437
C 1.3157 -5.9333 1.3745
C 1.4787 -6.2003 -0.1224
C 2.6319 -5.4274 -0.7468
H 0.9003 -8.6844 1.9910
H 2.1412 -9.8120 2.5363
H 1.5284 -8.5772 3.6451
H 3.1883 -8.0763 1.1149
H 3.7860 -7.9945 2.7591
H 3.3755 -5.7389 1.9916
H 2.2675 -6.1206 3.2885
H 1.1354 -4.8634 1.5284
H 0.4111 -6.4427 1.7255
H 0.5509 -5.9103 -0.6283
H 1.6079 -7.2713 -0.3107
H 2.4932 -4.3520 -0.6106
H 2.6848 -5.6282 -1.8202
H 3.5928 -5.7089 -0.3101
*
```

Löwdin population analysis, charges in e, atoms 1 to 8: atom 1 (C): -0.137, atom 2 (C): -0.308, atom 3 (C): -0.552, atom 4 (I): 0.940, atom 5 (C): -0.392, atom 6 (N): 0.096, atom 7 (C): -0.625, atom 8 (S): 0.650

=====

Q: The lowest frontier orbital gap belongs to which entry?
A: C36H67Al2BrCl3F5MgO5S2Si